1.
# C27H35FI2N5O9RhSe

A structure of composition C27H35FI2N5O9RhSe (ωB97M-V/def2-TZVPD, the OMol25 dataset).

Positions of all 81 atoms, in Å:
1 Rh 1.19 -0.03 1.26
2 C 4.03 -3.86 -3.88
3 C 3.69 -2.42 -4.32
4 C 4.96 -1.72 -4.86
5 C 2.63 -2.45 -5.43
6 C 3.15 -1.65 -3.09
7 C 3.98 -1.23 -2.05
8 C 3.53 -0.62 -0.88
9 N 2.25 -0.41 -0.62
10 C 1.40 -0.78 -1.62
11 C 1.81 -1.36 -2.85
12 C 0.02 -0.49 -1.34
13 C -0.89 -0.18 -2.37
14 C -2.24 0.05 -2.11
15 C -2.61 -0.17 -0.77
16 C -1.69 -0.49 0.21
17 N -0.38 -0.53 -0.05
18 C -3.25 0.39 -3.22
19 C -2.60 1.33 -4.27
20 C -3.64 -0.95 -3.88
21 C -4.51 1.07 -2.64
22 H 4.41 -4.46 -4.70
23 H 3.15 -4.37 -3.49
24 H 4.79 -3.87 -3.09
25 H 5.28 -2.18 -5.79
26 H 5.80 -1.78 -4.18
27 H 4.79 -0.67 -5.04
28 H 3.03 -2.93 -6.32
29 H 2.33 -1.44 -5.73
30 H 1.74 -3.00 -5.12
31 H 5.04 -1.40 -2.12
32 H 4.26 -0.31 -0.14
33 H 1.04 -1.58 -3.55
34 H -0.50 -0.06 -3.36
35 H -3.64 -0.06 -0.47
36 H -1.97 -0.69 1.24
37 H -1.77 0.87 -4.78
38 H -2.22 2.23 -3.80
39 H -3.35 1.65 -5.00
40 H -2.77 -1.45 -4.30
41 H -4.37 -0.81 -4.68
42 H -4.05 -1.64 -3.13
43 H -4.23 1.96 -2.10
44 H -5.02 0.41 -1.95
45 H -5.19 1.35 -3.44
46 O 3.84 -3.77 1.80
47 Se 2.96 -2.60 2.44
48 O 2.54 -2.66 4.00
49 O 1.59 -1.97 1.30
50 O 4.25 -1.27 2.11
51 F -5.16 2.19 3.50
52 C -3.91 2.71 3.58
53 C -3.17 3.01 2.47
54 N -1.92 3.63 2.53
55 C -1.03 3.58 1.36
56 C -0.24 2.29 1.23
57 O 0.62 2.12 0.30
58 O -0.42 1.34 2.07
59 C -1.33 3.96 3.76
60 O -0.18 4.43 3.84
61 N -2.09 3.60 4.87
62 C -3.32 2.94 4.91
63 O -3.87 2.61 5.98
64 H -3.52 2.77 1.49
65 H -0.31 4.39 1.47
66 H -1.60 3.76 0.44
67 H -1.66 3.87 5.76
68 I 3.56 0.71 2.40
69 I 3.95 0.10 5.22
70 C -1.86 -0.52 5.90
71 N -0.56 -0.13 5.30
72 C 0.37 0.78 5.97
73 C -0.19 -0.63 4.12
74 O 0.89 -0.43 3.50
75 H -2.03 0.11 6.77
76 H -1.83 -1.56 6.23
77 H -2.65 -0.36 5.15
78 H -0.15 1.23 6.81
79 H 0.69 1.55 5.28
80 H 1.28 0.27 6.29
81 H -0.92 -1.33 3.68

Summary:
- 2S+1: 5
- Highest occupied orbital energy (alpha / beta): -7.26 / -8.66 eV
- Frontier orbital gap (alpha / beta): 5.583 / 6.778 eV
- <S²>: 6.0327
- Energy relative to the best compared isomer or geometry (same formula, charge and spin): 0.0000 eV

What are the Löwdin partial charges on each atom? They are as follows, in elementary charge units: atom 1 (Rh): 0.92, atom 2 (C): -0.04, atom 3 (C): -0.53, atom 4 (C): -0.05, atom 5 (C): -0.06, atom 6 (C): -0.13, atom 7 (C): 0.02, atom 8 (C): -0.12, atom 9 (N): 0.00, atom 10 (C): -0.17, atom 11 (C): 0.07, atom 12 (C): -0.19, atom 13 (C): 0.06, atom 14 (C): -0.14, atom 15 (C): 0.01, atom 16 (C): -0.09, atom 17 (N): 0.00, atom 18 (C): -0.53, atom 19 (C): -0.04, atom 20 (C): -0.03, atom 21 (C): -0.05, atom 22 (H): 0.09, atom 23 (H): 0.09, atom 24 (H): 0.09, atom 25 (H): 0.08, atom 26 (H): 0.07, atom 27 (H): 0.09, atom 28 (H): 0.09, atom 29 (H): 0.09, atom 30 (H): 0.09, atom 31 (H): 0.11, atom 32 (H): 0.06, atom 33 (H): 0.10, atom 34 (H): 0.11, atom 35 (H): 0.11, atom 36 (H): 0.12, atom 37 (H): 0.07, atom 38 (H): 0.09, atom 39 (H): 0.09, atom 40 (H): 0.08, atom 41 (H): 0.09, atom 42 (H): 0.09, atom 43 (H): 0.08, atom 44 (H): 0.07, atom 45 (H): 0.09, atom 46 (O): -0.43, atom 47 (Se): 0.96, atom 48 (O): -0.49, atom 49 (O): -0.59, atom 50 (O): -0.84, atom 51 (F): 0.07, atom 52 (C): -0.17, atom 53 (C): 0.05, atom 54 (N): 0.00, atom 55 (C): -0.04, atom 56 (C): -0.59, atom 57 (O): -0.07, atom 58 (O): -0.11, atom 59 (C): -0.42, atom 60 (O): 0.07, atom 61 (N): 0.21, atom 62 (C): -0.37, atom 63 (O): 0.06, atom 64 (H): 0.14, atom 65 (H): 0.13, atom 66 (H): 0.14, atom 67 (H): 0.18, atom 68 (I): 1.00, atom 69 (I): 0.27, atom 70 (C): -0.02, atom 71 (N): -0.15, atom 72 (C): -0.06, atom 73 (C): -0.28, atom 74 (O): -0.26, atom 75 (H): 0.08, atom 76 (H): 0.09, atom 77 (H): 0.09, atom 78 (H): 0.09, atom 79 (H): 0.08, atom 80 (H): 0.00, atom 81 (H): 0.15



2.
# C27H35FN3O7S

The ion C27H35FN3O7S with charge +1 (ωB97M-V/def2-TZVPD, the OMol25 dataset).

Positions of all 74 atoms, in Å:
1 C -1.91 -0.77 5.05
2 C -0.97 -0.40 3.79
3 C 0.62 -0.45 3.96
4 N -1.61 -0.11 2.67
5 C -0.81 -0.38 1.47
6 C -0.55 -1.85 0.99
7 C -1.20 -3.00 1.87
8 O -0.41 -3.79 2.45
9 O -2.58 -3.19 2.10
10 C -3.39 -2.95 0.92
11 C -4.41 -1.75 1.26
12 C -4.09 -0.36 0.52
13 C -4.40 0.88 1.53
14 O -3.43 1.97 1.41
15 C -3.86 2.96 0.48
16 O -3.36 3.05 -0.67
17 C 0.30 -2.16 -0.31
18 S 0.66 -3.85 -0.92
19 O 0.13 -3.92 -2.34
20 O 2.14 -4.19 -0.86
21 F -0.13 -5.06 -0.09
22 C 0.86 -0.90 -1.07
23 C 1.76 -1.21 -2.37
24 C 0.92 -1.27 -3.73
25 O -0.29 -0.91 -3.76
26 N 1.56 -1.80 -4.97
27 C 2.99 -1.28 -5.07
28 C 1.70 -3.29 -4.92
29 N 0.58 0.46 -0.63
30 C 1.07 1.67 -1.38
31 C 2.37 2.34 -0.69
32 C 3.70 1.52 -0.46
33 C 4.98 2.15 0.16
34 C 4.99 3.64 0.61
35 C 3.69 4.46 0.39
36 C 2.39 3.84 -0.23
37 C 1.13 4.82 -0.37
38 C -0.20 0.75 0.57
39 C -0.48 2.26 1.08
40 H -2.21 -1.88 4.97
41 H -2.89 -0.17 4.96
42 H -1.39 -0.60 6.05
43 H 1.01 -1.39 3.39
44 H 1.10 0.49 3.51
45 H 0.88 -0.57 5.08
46 H -4.05 -3.89 0.78
47 H -2.82 -2.83 -0.06
48 H -4.38 -1.62 2.41
49 H -5.46 -2.09 0.97
50 H -4.88 -0.25 -0.32
51 H -3.06 -0.30 0.04
52 H -5.45 1.30 1.39
53 H -4.34 0.52 2.63
54 H -4.64 3.75 0.77
55 H 2.51 -0.33 -2.49
56 H 2.41 -2.14 -2.25
57 H 3.70 -1.81 -4.34
58 H 3.33 -1.60 -6.13
59 H 2.94 -0.15 -4.94
60 H 2.09 -3.60 -3.88
61 H 0.75 -3.87 -5.17
62 H 2.51 -3.66 -5.66
63 H 0.25 2.48 -1.51
64 H 1.40 1.42 -2.45
65 H 3.73 0.43 -0.78
66 H 5.96 1.57 0.30
67 H 5.90 4.19 1.04
68 H 3.69 5.56 0.71
69 H 0.47 4.60 -1.27
70 H 0.56 4.78 0.64
71 H 1.54 5.89 -0.50
72 H -1.00 2.83 0.24
73 H -1.14 2.29 2.01
74 H 0.53 2.70 1.39

Summary:
- Highest occupied orbital energy: -11.53 eV
- Frontier orbital gap: 6.736 eV
- SMILES: CC(C)=Nc1c(C(=O)OCCCCOC=O)c(S(=O)(=O)F)c(CC(=O)N(C)C)[n+](Cc2ccccc2C)c1C
- Total charge: +1

What are the Löwdin partial charges on each atom? They are as follows, in elementary charge units: atom 1 (C): -0.02, atom 2 (C): -0.26, atom 3 (C): -0.01, atom 4 (N): 0.11, atom 5 (C): -0.10, atom 6 (C): 0.06, atom 7 (C): -0.36, atom 8 (O): 0.09, atom 9 (O): -0.03, atom 10 (C): -0.15, atom 11 (C): -0.15, atom 12 (C): -0.14, atom 13 (C): -0.17, atom 14 (O): -0.15, atom 15 (C): -0.23, atom 16 (O): 0.03, atom 17 (C): -0.06, atom 18 (S): 0.84, atom 19 (O): -0.30, atom 20 (O): -0.29, atom 21 (F): -0.17, atom 22 (C): -0.01, atom 23 (C): -0.06, atom 24 (C): -0.35, atom 25 (O): 0.07, atom 26 (N): -0.16, atom 27 (C): -0.10, atom 28 (C): -0.10, atom 29 (N): 0.04, atom 30 (C): -0.09, atom 31 (C): -0.11, atom 32 (C): -0.02, atom 33 (C): -0.06, atom 34 (C): -0.05, atom 35 (C): -0.02, atom 36 (C): -0.17, atom 37 (C): -0.09, atom 38 (C): 0.01, atom 39 (C): -0.02, atom 40 (H): 0.10, atom 41 (H): 0.09, atom 42 (H): 0.08, atom 43 (H): 0.10, atom 44 (H): 0.09, atom 45 (H): 0.10, atom 46 (H): 0.15, atom 47 (H): 0.14, atom 48 (H): 0.12, atom 49 (H): 0.12, atom 50 (H): 0.13, atom 51 (H): 0.10, atom 52 (H): 0.14, atom 53 (H): 0.11, atom 54 (H): 0.17, atom 55 (H): 0.11, atom 56 (H): 0.11, atom 57 (H): 0.10, atom 58 (H): 0.11, atom 59 (H): 0.10, atom 60 (H): 0.08, atom 61 (H): 0.11, atom 62 (H): 0.11, atom 63 (H): 0.13, atom 64 (H): 0.14, atom 65 (H): 0.08, atom 66 (H): 0.10, atom 67 (H): 0.10, atom 68 (H): 0.10, atom 69 (H): 0.08, atom 70 (H): 0.08, atom 71 (H): 0.09, atom 72 (H): 0.08, atom 73 (H): 0.09, atom 74 (H): 0.09



| no. | molecular weight (g mol⁻¹) | E_tot (eV) |
| --- | --- | --- |
| 1 | 1028.28 | -141713.63817 |
| 2 | 564.66 | -60901.82782 |